Entry 1:
The following is a quantum chemistry calculation of a 2-piece molecular cluster, C30H49ClF3N2O5 overall at a distorted geometry, from the Open Molecules 2025 dataset.

Summary:
2S+1: 1
HOMO energy in eV: -9.6
Charge: +1

```
90
Properties=species:S:1:pos:R:3:forces:R:3:lowdin_charge:R:1
C 5.0725 -1.0922 -1.0301 -0.341 -0.085 0.204 -0.121
O 6.2034 -0.4507 -0.4981 -0.066 -0.108 -0.200 -0.189
C 7.3428 -0.5815 -1.3254 0.732 0.350 -0.058 -0.232
C 7.2436 0.1257 -2.6816 -0.778 -0.270 0.163 -0.180
C 6.6171 1.5256 -2.6176 0.337 0.460 -0.467 -0.186
C 5.7595 1.8838 -3.8594 0.125 -0.765 0.304 -0.203
C 4.2634 1.9659 -3.5572 0.125 0.706 -0.431 -0.206
C 3.9080 3.0202 -2.4801 0.067 -0.464 0.038 -0.184
C 3.3890 2.4110 -1.1524 0.008 0.484 -0.428 -0.192
C 1.9368 2.8103 -0.8192 0.103 -1.219 0.112 -0.190
C 1.1579 1.5638 -0.3586 0.077 0.290 0.398 -0.208
C -0.2733 1.8722 0.1193 0.185 0.206 -0.309 -0.176
C -1.3958 1.5635 -0.8850 0.185 -0.238 0.758 -0.141
C -1.3307 0.2036 -1.5558 -2.280 0.676 -1.088 -0.236
C -2.0099 -0.9896 -0.9039 1.560 -0.633 -0.142 -0.241
O -3.3681 -0.7161 -0.4753 0.151 -0.089 0.394 0.056
C -4.1666 -1.7419 -0.5284 -0.129 0.397 -0.878 -0.345
N -4.9443 -2.5605 -0.7600 0.073 -0.115 0.583 0.217
O -2.0052 -1.9611 -1.9200 -0.364 0.023 0.059 0.092
C -2.1406 -1.3296 -3.1496 -0.624 0.371 -0.189 -0.451
O -2.2433 -1.9168 -4.1685 0.151 -0.203 0.175 0.191
C -2.1503 0.1873 -2.9005 1.521 -0.003 0.153 -0.606
Cl -1.0445 0.9268 -4.1232 -0.296 -0.113 -0.146 0.774
C -3.5142 0.8811 -2.9258 -0.380 -0.078 -0.449 -0.147
C -4.6669 0.0654 -3.5536 -0.478 -0.734 -0.197 -0.102
C -4.8755 0.3404 -5.0085 0.251 -0.986 -0.733 -0.193
F -6.0990 0.8661 -5.3334 0.695 1.694 0.391 0.046
C -3.9755 0.2094 -6.0434 -0.848 0.317 0.864 -0.295
F -3.4425 1.2419 -6.6716 -0.996 -0.161 -1.217 0.144
F -3.5899 -0.9264 -6.5661 1.358 0.034 0.761 0.173
H 4.2407 -0.8967 -0.3515 0.038 0.023 0.033 0.081
H 4.7864 -0.7133 -2.0158 0.102 0.001 -0.048 0.071
H 5.2002 -2.1799 -1.0902 0.147 0.014 -0.082 0.094
H 7.6054 -1.6356 -1.4807 -0.178 -0.061 0.023 0.121
H 8.1693 -0.1436 -0.7623 -0.107 0.035 0.139 0.124
H 8.2396 0.1670 -3.1227 0.023 -0.056 -0.009 0.117
H 6.6374 -0.4960 -3.3485 0.054 -0.011 -0.048 0.100
H 7.4308 2.2527 -2.5662 -0.023 0.020 0.254 0.111
H 6.0226 1.6574 -1.7138 0.048 -0.156 0.082 0.093
H 5.8994 1.0804 -4.5888 0.056 0.169 -0.189 0.102
H 6.1216 2.7988 -4.3278 -0.145 0.107 0.053 0.109
H 3.7650 2.2618 -4.4845 -0.048 -0.183 -0.036 0.104
H 3.8842 0.9717 -3.3107 -0.051 0.030 0.170 0.095
H 3.1511 3.6810 -2.9021 -0.027 0.105 0.125 0.097
H 4.7917 3.6348 -2.3017 -0.034 0.059 0.040 0.109
H 4.0578 2.6752 -0.3320 -0.055 -0.020 0.070 0.113
H 3.4424 1.3263 -1.2521 -0.018 -0.057 0.105 0.074
H 1.4424 3.1547 -1.7286 -0.019 0.442 0.133 0.110
H 1.8997 3.5481 -0.0186 -0.068 0.297 -0.237 0.112
H 1.1961 0.8507 -1.1836 -0.146 -0.079 0.042 0.098
H 1.6978 1.0920 0.4679 0.121 0.011 -0.048 0.109
H -0.4598 1.4045 1.0905 -0.106 -0.229 -0.099 0.088
H -0.3182 2.9474 0.3112 -0.084 -0.016 0.137 0.111
H -2.3500 1.6118 -0.3535 -0.015 0.118 -0.024 0.115
H -1.4424 2.3564 -1.6312 0.186 -0.146 -0.210 0.121
H -0.3710 -0.1571 -1.9131 0.366 0.187 0.664 0.129
H -1.4344 -1.3909 -0.0697 -0.325 -0.131 0.150 0.167
H -3.8290 1.2113 -1.9390 0.225 -0.191 0.145 0.110
H -3.3959 1.7845 -3.5221 -0.005 0.062 0.075 0.114
H -5.5906 0.3821 -3.0664 -0.074 -0.108 -0.068 0.130
H -4.5894 -1.0107 -3.3627 0.057 0.050 0.194 0.118
C -0.9101 -1.7586 6.1059 -0.389 -0.314 0.031 -0.008
C -1.2579 -0.9383 4.8471 2.092 -0.774 1.942 -0.434
C -2.2212 0.2088 5.1975 -1.008 0.051 -0.525 -0.098
C -3.6467 -0.2495 5.5069 0.127 -0.218 0.032 -0.147
C -4.2226 -1.1046 4.3786 0.507 1.068 0.066 -0.095
C -3.3408 -2.3037 3.9931 -0.925 -2.841 0.776 -0.432
N -1.9238 -1.7982 3.7870 -2.427 4.240 -0.888 0.072
O -1.7682 -1.3477 2.6881 1.002 -1.415 -0.153 0.206
C -3.3982 -3.3905 5.0849 0.360 0.171 0.350 -0.008
C -3.8663 -2.9747 2.7289 0.426 0.445 -0.560 -0.010
C 0.0729 -0.3883 4.3399 -0.208 0.080 -0.784 -0.013
H -0.4586 -2.7163 5.8459 0.021 0.013 0.005 0.105
H -0.1874 -1.2087 6.7029 0.040 0.096 -0.125 0.102
H -1.7608 -1.9429 6.7555 -0.022 -0.030 -0.063 0.073
H -2.2496 0.9183 4.3636 0.102 -0.094 -0.075 0.137
H -1.8015 0.7425 6.0495 0.201 -0.151 0.011 0.145
H -3.6754 -0.7954 6.4517 -0.002 0.005 0.001 0.114
H -4.2795 0.6278 5.6451 0.006 -0.001 0.006 0.132
H -5.2021 -1.4917 4.6567 0.069 -0.241 -0.047 0.146
H -4.3717 -0.4744 3.4952 0.084 -0.103 -0.078 0.138
H -2.6315 -4.1498 4.9292 -0.022 -0.014 -0.016 0.105
H -4.3644 -3.8864 5.0411 -0.026 0.050 -0.155 0.104
H -3.3011 -3.0047 6.0954 0.050 0.022 -0.032 0.071
H -3.9712 -2.2833 1.8958 0.036 -0.007 0.040 0.055
H -4.8525 -3.3881 2.9206 0.000 0.040 0.159 0.113
H -3.2168 -3.7939 2.4167 -0.012 -0.010 0.012 0.113
H 0.7450 -1.1941 4.0417 0.006 -0.004 0.039 0.109
H 0.5481 0.1695 5.1418 -0.082 -0.041 0.095 0.107
H -0.0448 0.2925 3.4972 -0.026 -0.052 -0.026 0.080
```
Forces are in eV/Å.



Entry 2:
The following is a quantum chemistry calculation of C30H49F6N4O8P2S2 as an isolated structure at a distorted geometry, from the Open Molecules 2025 dataset.

Summary:
2S+1: 1
HOMO energy in eV: -10.8
Charge: +1

```
101
Properties=species:S:1:pos:R:3:forces:R:3:lowdin_charge:R:1
C -1.3804 3.5810 4.3741 -0.452 0.187 0.147 -0.070
C -2.8731 3.6564 4.0495 0.567 -0.366 0.222 -0.265
N -3.1274 3.5495 2.6067 0.279 -0.118 -0.471 -0.233
C -2.4221 4.6580 1.8983 0.217 -0.622 -0.607 -0.249
C -3.0088 5.0634 0.5519 0.436 0.482 0.380 -0.093
C -4.5149 3.5544 2.3280 -0.053 0.231 0.619 -1.157
S -5.4732 4.7402 2.8495 -0.587 0.317 -0.024 0.768
S -5.3206 2.3482 1.3513 -0.360 -0.383 0.045 0.939
C -4.4335 0.7534 1.2407 0.672 0.292 -0.685 -0.451
C -4.1676 0.4849 -0.2554 0.856 -0.155 0.340 -0.259
C -3.0794 -0.5632 -0.5677 -1.729 0.569 0.167 -0.176
N -1.7049 -0.2176 -0.2090 0.516 0.025 0.370 -0.052
P -1.1912 1.4094 0.2046 0.637 1.021 -0.487 0.812
O -0.5851 2.0693 -0.9508 0.316 0.171 -0.929 -0.366
C -0.7930 -1.1874 -0.2020 -0.589 -0.263 -0.064 -0.400
N -1.2217 -2.4374 -0.5743 -0.717 0.414 0.159 -0.082
P -1.1268 -2.8650 -2.3082 0.885 -1.209 -1.043 0.919
C -1.3715 -1.3165 -3.2738 -0.371 0.214 0.959 -0.241
O -2.5249 -3.6786 -2.5623 0.082 0.517 0.608 -0.284
N 0.4909 -0.9642 0.1912 0.206 0.078 0.488 -0.034
C 0.9997 -1.9818 1.1173 -0.095 -0.891 0.366 -0.154
C 1.7680 -1.4183 2.2879 0.165 1.006 -0.412 -0.141
C 0.9274 -0.5284 3.1819 0.305 -0.572 1.008 -0.089
C -0.4193 -1.0769 3.5249 -1.654 0.768 0.019 -0.512
O -1.4322 -0.4031 3.5398 0.684 -0.360 -0.421 0.092
O -0.4875 -2.4026 3.7882 0.969 -0.064 -0.490 0.107
C 1.4526 -0.3912 -0.7993 0.475 0.599 0.013 -0.071
C 2.4020 -1.3523 -1.4358 -1.245 0.646 0.644 -0.235
C 3.4760 -1.8457 -0.7813 0.336 0.666 2.199 -0.054
C 4.3553 -2.6850 -1.3561 1.535 -0.776 0.521 -0.029
C 4.1982 -3.0708 -2.6474 0.612 -1.013 -1.003 -0.260
C 5.1569 -3.9666 -3.3636 0.229 0.586 0.290 -0.016
C 3.1189 -2.5796 -3.3147 0.074 -0.526 -1.419 -0.037
C 2.2504 -1.7426 -2.7195 -1.686 0.666 -1.341 -0.066
H -1.2402 2.9160 5.2109 0.237 -0.260 0.237 0.071
H -0.8052 3.2361 3.5334 0.325 -0.275 -0.273 0.051
H -1.0261 4.5602 4.6708 0.296 0.145 -0.051 0.077
H -3.2276 4.5934 4.4702 -0.499 0.169 -0.163 0.092
H -3.3849 2.8393 4.5417 -0.264 -0.135 0.032 0.116
H -2.3107 5.5266 2.5408 -0.263 0.219 0.202 0.123
H -1.4120 4.3053 1.7031 0.224 -0.114 0.142 0.094
H -3.3941 4.2380 -0.0329 -0.170 -0.199 -0.068 0.054
H -2.2100 5.5314 -0.0103 0.205 0.039 -0.255 0.079
H -3.7529 5.8337 0.6858 -0.509 -0.057 -0.112 0.066
H -5.0286 -0.0506 1.6508 -0.392 0.022 0.240 0.079
H -3.5049 0.7563 1.8043 0.104 0.280 0.268 0.049
H -3.9430 1.4199 -0.7540 0.013 0.249 -0.232 0.078
H -5.0517 0.0781 -0.7299 -0.324 0.087 -0.085 0.121
H -3.1937 -0.7708 -1.6219 0.442 -0.071 -0.207 0.093
H -3.3843 -1.4566 -0.0389 0.369 -0.387 0.211 0.126
H -0.2624 1.2789 1.2342 -0.436 -0.498 0.384 0.032
H -2.2730 2.1508 0.6675 -0.437 -0.627 0.418 0.020
H -0.8352 -3.1654 0.0101 0.557 -0.150 -0.427 0.094
H -2.4187 -1.0937 -3.4273 -0.270 -0.099 -0.221 0.039
H -0.9297 -0.4293 -2.8297 0.276 0.138 0.024 0.029
H -0.8992 -1.4986 -4.2267 0.152 -0.097 -0.295 0.045
H -3.0983 -3.5755 -1.7938 -0.471 -0.112 -0.125 0.050
H 1.5925 -2.7732 0.6655 0.080 0.098 -0.535 0.132
H 0.1400 -2.4832 1.5524 -0.191 -0.121 -0.011 0.104
H 2.5643 -0.7942 1.8954 0.303 0.097 0.004 0.112
H 2.2625 -2.1827 2.8699 -0.117 -0.515 -0.058 0.118
H 1.4605 -0.4178 4.1236 0.102 0.096 0.256 0.143
H 0.7973 0.4704 2.8157 -0.176 0.410 -0.301 0.094
H -1.3437 -2.7075 3.4722 -0.492 -0.030 0.585 0.128
H 2.0318 0.3822 -0.3058 -0.005 0.165 0.346 0.135
H 0.9142 0.1301 -1.5757 -0.444 0.143 -0.072 0.101
H 3.6492 -1.5651 0.2429 0.120 0.125 0.293 0.110
H 5.1891 -3.0390 -0.7791 0.218 -0.161 0.125 0.109
H 4.6488 -4.5620 -4.1075 -0.038 -0.386 -0.042 0.083
H 5.7236 -4.5512 -2.6517 0.063 -0.409 -0.037 0.072
H 5.8642 -3.3330 -3.8899 0.251 0.033 -0.187 0.094
H 2.9588 -2.8350 -4.3452 -0.004 -0.184 -0.359 0.125
H 1.4436 -1.3750 -3.3329 -0.316 0.233 0.030 0.099
C -2.6359 3.1701 -4.1557 -0.028 0.093 -0.296 -0.054
C -1.9398 4.2896 -3.4111 -0.120 -0.455 0.390 -0.202
O -1.2336 5.1524 -4.3182 0.200 0.060 0.028 0.037
C -1.9695 6.0632 -4.9408 -0.044 -0.231 0.273 -0.399
O -3.1450 6.2217 -4.8165 -0.154 0.181 -0.134 0.178
C -1.0714 6.9341 -5.8346 0.206 0.212 -0.329 -0.557
F -0.2169 6.1879 -6.5404 0.025 -0.142 0.016 0.169
F -0.3553 7.7806 -5.0862 0.005 -0.010 0.182 0.171
F -1.7937 7.6463 -6.6860 -0.197 0.017 0.003 0.183
H -1.9219 2.6228 -4.7727 0.052 -0.054 0.097 0.084
H -3.1011 2.4781 -3.4520 0.021 0.015 0.041 0.065
H -3.4071 3.5577 -4.8201 -0.072 0.017 0.082 0.081
H -1.1905 3.8779 -2.7380 0.170 0.110 -0.113 0.102
H -2.6406 4.8663 -2.8074 -0.044 0.147 -0.179 0.119
C 2.9381 -5.4687 3.7860 0.021 -0.115 -0.280 -0.057
C 4.2685 -4.7831 4.0119 -0.431 0.103 0.400 -0.189
O 5.3044 -5.3722 3.2042 0.159 -0.034 0.059 0.051
C 5.3584 -4.9835 1.9462 -0.163 0.072 0.299 -0.390
O 4.6306 -4.1967 1.4123 -0.045 0.126 -0.171 0.149
C 6.5422 -5.6631 1.2386 0.310 -0.280 -0.220 -0.553
F 6.5945 -6.9636 1.5171 -0.099 -0.082 0.072 0.183
F 7.6922 -5.1088 1.6283 0.006 0.156 0.106 0.181
F 6.4441 -5.5268 -0.0812 -0.135 0.133 -0.085 0.168
H 3.0282 -6.5409 3.9569 -0.004 0.010 0.116 0.088
H 2.1839 -5.0659 4.4619 0.036 0.007 0.044 0.082
H 2.5940 -5.3319 2.7605 -0.006 0.081 0.004 0.071
H 4.5869 -4.9119 5.0431 0.201 -0.117 -0.066 0.130
H 4.2085 -3.7119 3.8209 0.096 -0.015 -0.193 0.114
```
Forces are in eV/Å.



Entry 3:
The following is a quantum chemistry calculation of C30H50AsLaN3P2S4 as an isolated structure at a distorted geometry, from the Open Molecules 2025 dataset.

Summary:
2S+1: 1
HOMO energy in eV: -4.4
Charge: -1
Relative energy (zero: lowest compared OMol25 entry of this formula, charge and spin) in kcal/mol: 5.1

```
91
Properties=species:S:1:pos:R:3:forces:R:3:lowdin_charge:R:1
La 0.0719 -0.8831 -1.2054 -0.321 0.496 1.478 0.989
C -1.7989 -2.6379 4.0121 0.074 -0.036 -0.047 -0.118
C -0.7719 -2.3313 2.9194 0.032 0.121 -0.013 -0.530
C -0.0688 -1.0197 3.2969 0.004 -0.006 -0.004 -0.132
P -1.3539 -2.1458 1.1541 -0.624 -0.333 0.433 0.996
C -2.0325 -3.7837 0.5473 -0.068 0.073 0.188 -0.576
C -2.5609 -4.8266 1.5296 -0.054 0.035 -0.033 -0.118
C -3.0137 -3.5382 -0.5992 -0.028 0.036 0.043 -0.127
C -2.7792 -1.0210 1.3250 -0.059 -0.038 0.020 -0.314
C -3.9917 -1.4429 1.8858 0.055 0.058 -0.093 -0.124
C -5.0740 -0.5953 2.0370 0.049 0.000 -0.008 -0.111
C -4.9375 0.7246 1.6059 0.010 -0.026 -0.014 -0.097
C -3.7592 1.1664 1.0445 0.041 -0.007 0.021 -0.052
C -2.6317 0.3180 0.8811 0.051 0.177 -0.122 -0.335
N -1.4875 0.7525 0.2331 0.079 -0.010 0.197 -0.121
C -1.1321 2.0968 0.3631 -0.115 -0.083 0.048 -0.335
C -1.2192 2.7807 1.5957 -0.006 -0.066 -0.042 -0.047
C -0.8588 4.1088 1.7184 0.016 -0.037 -0.051 -0.101
C -0.3885 4.8212 0.6176 -0.039 -0.039 0.033 -0.111
C -0.2749 4.1631 -0.5963 0.041 -0.029 0.006 -0.114
C -0.6173 2.8187 -0.7428 -0.009 -0.060 0.060 -0.309
P -0.4321 1.8257 -2.2607 -0.187 0.633 -0.248 0.949
C -2.0166 2.1184 -3.1962 -0.048 0.113 0.140 -0.536
C -2.5699 3.5401 -3.0621 0.025 -0.046 -0.052 -0.116
C -3.0914 1.1132 -2.7726 -0.004 0.047 -0.035 -0.131
C 0.9059 2.5641 -3.3074 0.050 0.147 0.081 -0.542
C 0.6025 3.7939 -4.1628 0.006 -0.008 -0.010 -0.117
C 2.1774 2.7563 -2.4738 -0.075 0.021 -0.041 -0.137
H -1.2779 -2.6934 4.9742 -0.033 -0.002 -0.037 0.076
H -2.3314 -3.5745 3.8715 -0.040 -0.040 -0.060 0.050
H -2.5297 -1.8311 4.0834 -0.006 -0.009 -0.021 0.070
H -0.0283 -3.1347 2.8777 0.030 -0.029 0.006 0.100
H -0.8112 -0.2200 3.3909 0.041 -0.033 -0.016 0.073
H 0.6615 -0.7147 2.5497 -0.026 -0.015 0.034 0.028
H 0.4347 -1.1251 4.2637 -0.051 0.002 -0.026 0.076
H -1.1456 -4.2099 0.0830 0.184 -0.088 -0.015 0.005
H -3.4978 -4.5267 2.0049 0.042 -0.004 0.016 0.060
H -1.8317 -5.0595 2.3063 -0.019 0.012 0.027 0.063
H -2.7573 -5.7534 0.9801 -0.006 0.050 0.033 0.078
H -3.9670 -3.1435 -0.2433 0.014 -0.001 0.020 0.069
H -3.1971 -4.4767 -1.1283 0.019 0.040 0.005 0.085
H -2.6103 -2.8378 -1.3345 0.011 -0.013 -0.050 0.046
H -4.0861 -2.4742 2.2036 0.019 0.013 0.019 0.086
H -6.0020 -0.9507 2.4694 0.049 0.017 -0.026 0.090
H -5.7749 1.4105 1.6920 0.056 -0.020 -0.007 0.097
H -3.6898 2.1892 0.6938 0.010 -0.013 0.016 0.108
H -1.5797 2.2357 2.4608 -0.013 0.019 -0.014 0.107
H -0.9382 4.5954 2.6843 -0.006 -0.013 -0.005 0.095
H -0.1132 5.8650 0.7080 -0.003 -0.032 -0.010 0.090
H 0.0964 4.7123 -1.4523 -0.018 -0.024 -0.024 0.085
H -1.7426 1.9191 -4.2353 0.005 -0.034 -0.062 0.098
H -2.8679 3.7352 -2.0291 0.007 -0.011 -0.031 0.074
H -3.4573 3.6509 -3.6948 0.049 -0.003 0.031 0.076
H -1.8506 4.3072 -3.3503 -0.038 -0.027 0.028 0.051
H -3.3345 1.2260 -1.7144 -0.010 -0.002 0.003 0.056
H -2.7756 0.0854 -2.9498 0.027 -0.027 0.012 0.011
H -4.0062 1.2862 -3.3489 0.037 -0.005 0.023 0.079
H 1.0915 1.7285 -3.9886 0.043 -0.088 -0.049 0.087
H 0.4248 4.6929 -3.5672 0.007 -0.046 -0.016 0.059
H -0.2621 3.6349 -4.8094 0.040 0.028 0.024 0.065
H 1.4630 3.9956 -4.8083 -0.032 0.002 0.013 0.076
H 2.0538 3.5331 -1.7162 0.017 -0.009 -0.029 0.063
H 3.0096 3.0405 -3.1234 -0.021 -0.020 -0.005 0.083
H 2.4561 1.8250 -1.9806 -0.030 -0.002 -0.015 -0.006
S -0.5663 -1.1804 -3.9624 -0.076 0.029 -0.238 -0.120
As 1.2073 -2.3759 -3.4753 0.536 -0.860 -1.291 -0.561
S 2.5644 -0.9461 -2.4921 0.364 0.059 -0.192 -0.107
S 0.4672 -3.6395 -1.8372 0.021 -0.129 0.067 -0.092
S 2.0629 -3.4214 -5.0642 0.030 0.021 0.004 -0.152
C 4.6028 1.3392 0.2122 0.017 0.002 0.022 -0.063
C 4.3816 0.6525 1.5629 0.059 -0.040 -0.162 -0.206
N 4.1893 -0.7899 1.4818 -0.013 -0.061 0.123 -0.083
C 5.3666 -1.6430 1.6189 -0.002 0.109 -0.160 -0.213
C 6.1827 -1.7882 0.3331 -0.040 -0.001 0.003 -0.064
C 2.9903 -1.2777 1.0398 0.251 0.272 -0.330 -0.452
C 2.8464 -2.7641 0.9278 0.060 -0.006 0.067 -0.027
N 2.0078 -0.5153 0.6893 -0.174 -0.237 0.273 -0.004
H 4.5485 2.4249 0.3299 -0.006 -0.059 -0.018 0.080
H 3.8467 1.0303 -0.5133 0.101 0.014 0.046 0.031
H 5.5794 1.0906 -0.2042 -0.050 -0.007 0.006 0.066
H 3.5132 1.0890 2.0610 -0.012 0.014 0.078 0.114
H 5.2305 0.8303 2.2229 0.042 -0.004 0.021 0.114
H 5.0549 -2.6242 1.9588 -0.058 -0.073 0.051 0.097
H 5.9853 -1.2214 2.4125 0.023 0.015 0.044 0.112
H 5.5308 -2.0465 -0.5055 0.061 0.025 0.037 0.076
H 6.9321 -2.5768 0.4464 -0.049 0.063 0.008 0.074
H 6.7045 -0.8622 0.0854 -0.044 -0.041 -0.015 0.061
H 3.0839 -3.2565 1.8740 -0.011 0.018 -0.042 0.086
H 3.4942 -3.1606 0.1431 0.002 0.041 0.034 0.090
H 1.8341 -3.0108 0.6403 -0.211 -0.015 -0.073 0.015
H 2.2379 0.4637 0.8042 -0.074 0.144 -0.087 0.036
```
Forces are in eV/Å.



- Number 1 is which compound?
  C30H49ClF3N2O5



- Which of these has the highest HOMO energy?
  C30H50AsLaN3P2S4



- What is the formula in the third record?
  C30H50AsLaN3P2S4